# 1
DFT (ωB97M-V/def2-TZVPD) results for CH4N2O2 in the gas phase at a distorted geometry.

Each line ends with the Mulliken charge.
Element x y z (Å)
C1 -1.28 -0.31 -0.01  -0.523
N1 2.15 0.90 0.08  -0.614
N2 1.08 -0.09 -0.04  0.975
O1 1.20 -1.27 0.04  -0.576
O2 -0.15 0.51 -0.17  -0.282
H1 -0.98 -1.28 0.41  0.305
H2 -1.77 -0.47 -0.97  0.247
H3 -1.95 0.21 0.68  0.226
H4 1.70 1.80 -0.03  0.243

Values from the calculation:
Largest force on an atom   6.67 eV/Å
Multiplicity   1
Energy above the lowest of the compared OMol25 structures with the same formula, charge and spin   4.606 eV
Total energy   -8172.0798 eV
SMILES string   [H]/N=[N+](/[O-])OC
HOMO energy (alpha / beta)   -9.75 / -9.75 eV
Orbital gap (alpha / beta)   9.998 / 9.997 eV

# 2
DFT (ωB97M-V/def2-TZVPD) results for 2 unconnected molecules or ions with the total composition CH4N2O2S at a distorted geometry.

Each line ends with the Mulliken charge.
Element x y z (Å)
C1 0.46 -0.46 -1.85  0.280
N1 0.59 0.33 1.76  -0.431
N2 -0.49 0.29 -1.56  -0.599
O1 1.27 -0.75 -0.86  -0.504
O2 -0.50 0.51 4.05  -0.436
S1 0.71 0.39 3.25  0.455
H1 0.59 -1.10 -2.84  0.265
H2 -0.23 0.60 1.25  0.309
H3 0.93 -0.39 0.08  0.466
H4 -1.16 0.46 -2.25  0.196

Values from the calculation:
Largest force on an atom   3.19 eV/Å
Multiplicity   1
Energy above the lowest of the compared OMol25 structures with the same formula, charge and spin   1.335 eV
Total energy   -19010.5892 eV
HOMO energy   -10.25 eV
Orbital gap   9.288 eV